Entry 1:
# C6H6Cl3FO

A structure of composition C6H6Cl3FO (wB97M-V/def2-TZVPD, OMol25).

Geometry as XYZ:
```
17
Properties=species:S:1:pos:R:3:mulliken_charge:R:1
C -0.116 -2.005 -1.005 0.3545
C -0.772 -1.096 -0.012 -0.8883
C -0.243 0.287 -0.308 -0.6540
C 1.240 0.514 -0.130 -0.6332
C 1.346 -2.089 -0.942 0.4592
C 2.033 -0.269 -1.216 0.3531
O -0.715 -2.589 -1.905 -0.5562
F 1.642 0.037 -2.477 -0.2402
Cl 2.174 -3.022 -2.200 -0.1150
Cl 2.026 -2.639 0.577 -0.1112
Cl 3.719 -0.090 -1.125 -0.1061
H -1.813 -1.217 -0.157 0.3622
H -0.703 -1.469 0.966 0.4048
H -0.541 0.568 -1.270 0.4195
H -0.606 0.935 0.408 0.3634
H 1.579 1.664 0.094 0.3101
H 1.487 0.003 0.871 0.2774
```

Output
- HOMO level (eV) = -10.00
- energy relative to the best compared isomer or geometry (same formula, charge and spin) (kcal/mol) = 0.00
- F_max (eV/A) = 4.90
- spin multiplicity = 1
- total energy (hartree) = -1787.8503


Entry 2:
# C6H6ClF

An isolated molecule of C6H6ClF (wB97M-V/def2-TZVPD, OMol25).

Geometry as XYZ:
```
14
Properties=species:S:1:pos:R:3:mulliken_charge:R:1
F 1.590 -1.075 0.926 -0.3019
C 0.891 -0.104 0.450 0.4813
C 1.499 1.102 0.190 -0.4904
C 0.786 2.158 -0.555 -0.6867
C -0.732 1.904 -0.874 -0.7449
C -1.165 0.534 -0.744 -0.5486
C -0.474 -0.402 -0.006 0.3670
Cl -1.136 -1.954 0.309 -0.1929
H 2.541 1.243 0.432 0.3941
H 0.862 3.112 -0.105 0.3594
H 1.180 2.328 -1.543 0.2949
H -0.912 2.364 -1.812 0.3915
H -1.369 2.492 -0.216 0.2835
H -2.123 0.204 -1.094 0.3937
```

Output
- HOMO level (eV) = -8.15
- energy relative to the best compared isomer or geometry (same formula, charge and spin) (kcal/mol) = 8.91
- F_max (eV/A) = 4.26
- structure (SMILES) = FC1=CCCC=C1Cl
- spin multiplicity = 1
- total energy (hartree) = -792.2336


| no. | orbital gap (eV) |
| --- | --- |
| 1 | 10.0 |
| 2 | 8.7 |